[1]
{
  "formula": "C12H12BO4PZn",
  "method": "ωB97M-V/def2-TZVPD",
  "lumo_ev": -12.1,
  "multiplicity": 1,
  "charge": 2,
  "symbols": ["C", "P", "C", "C", "C", "C", "C", "C", "C", "B", "O", "O", "C", "O", "C", "C", "C", "O", "H", "H", "H", "H", "H", "H", "H", "H", "H", "H", "H", "H", "Zn"],
  "xyz": [[3.86, -0.15, 0.92], [2.83, 0.20, -0.61], [3.05, -1.36, -1.67], [1.00, 0.28, -0.19], [0.41, -0.88, 0.54], [-1.00, -0.85, 0.85], [-1.85, 0.31, 0.46], [-1.23, 1.42, -0.24], [0.20, 1.45, -0.60], [0.79, 2.70, -1.42], [0.42, 2.90, -2.76], [1.64, 3.64, -0.83], [-3.35, 0.24, 0.80], [-4.00, 1.26, 1.11], [-3.98, -1.18, 0.71], [-3.21, -2.24, 1.08], [-1.74, -2.01, 1.59], [-1.26, -2.63, 2.48], [4.83, -0.57, 0.56], [4.05, 0.76, 1.54], [3.37, -0.93, 1.58], [2.30, -1.27, -2.49], [2.85, -2.22, -0.98], [4.09, -1.34, -2.07], [0.99, -1.78, 0.83], [-1.84, 2.31, -0.55], [-0.18, 2.17, -3.01], [1.75, 3.41, 0.12], [-5.02, -1.35, 0.32], [-3.66, -3.26, 0.98], [-6.11, 0.98, 0.96]],
  "nbo_charge": [-0.9413, 1.0430, -0.9106, -0.1672, -0.1888, -0.0767, -0.1557, -0.1175, -0.3679, 1.0905, -0.8315, -0.8281, 0.6144, -0.6443, -0.3630, -0.1214, 0.5211, -0.3905, 0.2791, 0.2778, 0.2593, 0.2600, 0.2523, 0.2825, 0.2624, 0.2520, 0.4901, 0.4948, 0.2404, 0.2847, 1.2001]
}



[2]
{
  "formula": "C36H24BrF4N6OPPtS",
  "method": "ωB97M-V/def2-TZVPD",
  "lumo_ev": -8.1,
  "multiplicity": 1,
  "charge": 2,
  "de_lowest_kj_mol": 99.98,
  "symbols": ["Pt", "N", "C", "S", "N", "N", "C", "C", "C", "C", "C", "C", "C", "O", "H", "H", "H", "H", "H", "H", "H", "F", "C", "C", "F", "C", "F", "C", "P", "C", "C", "C", "C", "C", "C", "C", "C", "C", "C", "C", "C", "C", "Br", "C", "F", "H", "H", "H", "H", "H", "H", "H", "H", "H", "H", "N", "C", "C", "C", "C", "C", "C", "C", "N", "C", "C", "N", "C", "H", "H", "H", "H", "H", "H", "H"],
  "xyz": [[-0.48, -0.53, -0.25], [-0.99, 1.93, 3.25], [-0.61, 1.23, 2.21], [-1.45, -0.15, 1.69], [0.63, 1.81, 1.69], [1.11, 1.15, 0.73], [2.27, 1.68, 0.20], [2.95, 1.10, -0.82], [4.18, 1.77, -1.21], [5.01, 1.26, -2.13], [4.70, 0.01, -2.79], [3.58, -0.67, -2.51], [2.61, -0.19, -1.55], [1.59, -0.86, -1.37], [-1.84, 1.73, 3.76], [-0.43, 2.72, 3.54], [2.64, 2.60, 0.65], [4.41, 2.71, -0.71], [5.93, 1.78, -2.39], [5.40, -0.37, -3.53], [3.32, -1.59, -3.02], [-0.73, 2.82, -6.65], [-1.03, 2.42, -5.44], [-1.79, 3.22, -4.60], [-2.24, 4.39, -5.03], [-2.10, 2.79, -3.32], [-2.89, 3.60, -2.61], [-1.63, 1.57, -2.82], [-2.00, 0.94, -1.15], [-3.61, 0.16, -1.34], [-3.75, -1.23, -1.25], [-4.99, -1.81, -1.46], [-6.09, -1.03, -1.77], [-5.95, 0.35, -1.87], [-4.72, 0.94, -1.66], [-2.21, 2.42, -0.11], [-1.21, 3.39, -0.13], [-1.32, 4.53, 0.65], [-2.43, 4.70, 1.46], [-3.42, 3.73, 1.50], [-3.31, 2.59, 0.72], [-0.92, 0.76, -3.70], [-0.48, -1.01, -3.25], [-0.60, 1.18, -4.98], [0.08, 0.40, -5.81], [-2.89, -1.84, -1.01], [-5.09, -2.89, -1.40], [-7.05, -1.49, -1.94], [-6.81, 0.97, -2.11], [-4.63, 2.02, -1.75], [-0.35, 3.27, -0.79], [-0.55, 5.29, 0.61], [-2.53, 5.60, 2.05], [-4.29, 3.87, 2.13], [-4.10, 1.84, 0.75], [5.98, -5.24, 6.95], [5.26, -4.93, 6.11], [4.36, -4.55, 5.06], [4.16, -3.20, 4.78], [3.28, -2.82, 3.78], [2.60, -3.79, 3.06], [2.80, -5.14, 3.33], [3.68, -5.51, 4.33], [1.69, -3.40, 2.02], [0.99, -4.24, 1.18], [0.23, -3.46, 0.38], [0.45, -2.14, 0.72], [1.33, -2.14, 1.71], [4.69, -2.45, 5.35], [3.16, -1.77, 3.58], [2.28, -5.91, 2.77], [3.83, -6.56, 4.54], [1.08, -5.31, 1.22], [-0.45, -3.74, -0.40], [1.72, -1.27, 2.19]],
  "mulliken_charge": [2.9874, -0.1037, 0.3825, -0.5860, -1.1913, 0.9251, -0.9732, 1.3292, -1.4485, -0.5841, -0.4462, -0.8015, 0.8374, -0.5457, 0.2791, 0.2969, 0.3897, 0.4137, 0.4463, 0.4361, 0.5169, -0.2540, 0.5279, 0.2765, -0.2583, 0.1507, -0.3837, 0.2848, -0.5080, 0.8900, -0.4033, -0.7261, -0.5894, -0.8750, -0.3638, 1.0490, -0.7170, -0.9753, -0.6838, -0.8970, -0.7665, 0.0227, -0.1032, 0.2828, -0.2943, 0.3301, 0.4577, 0.4189, 0.4548, 0.4869, 0.5945, 0.4930, 0.4569, 0.4748, 0.4854, -0.4153, -0.0360, 0.3640, -1.1273, -0.5092, 2.0941, -0.5412, -1.1261, 0.3755, -0.0806, -1.1357, -0.3507, -0.0633, 0.4538, 0.3224, 0.3154, 0.4721, 0.4089, 0.4783, 0.2022]
}



[3]
{
  "formula": "C15H45NO12",
  "method": "ωB97M-V/def2-TZVPD",
  "smiles": "COC[C@H](C)N.OCCO.OCCO.OCCO.OCCO.OCCO.CO",
  "lumo_ev": 0.4,
  "multiplicity": 1,
  "de_lowest_kj_mol": 259.68,
  "symbols": ["C", "O", "C", "C", "C", "N", "H", "H", "H", "H", "H", "H", "H", "H", "H", "H", "H", "O", "C", "C", "O", "H", "H", "H", "H", "H", "H", "O", "C", "C", "O", "H", "H", "H", "H", "H", "H", "O", "C", "C", "O", "H", "H", "H", "H", "H", "H", "O", "C", "C", "O", "H", "H", "H", "H", "H", "H", "O", "C", "C", "O", "H", "H", "H", "H", "H", "H", "C", "O", "H", "H", "H", "H"],
  "xyz": [[-1.88, 5.29, 0.33], [-1.30, 3.98, 0.58], [-0.23, 3.63, -0.32], [1.26, 3.76, 0.22], [1.72, 5.16, 0.90], [2.17, 3.41, -0.88], [-2.71, 5.31, 1.03], [-2.31, 5.46, -0.65], [-1.25, 6.16, 0.53], [-0.24, 2.57, -0.58], [-0.30, 4.15, -1.27], [1.25, 2.99, 1.00], [1.90, 6.06, 0.31], [2.61, 5.01, 1.51], [1.00, 5.38, 1.69], [3.14, 3.34, -0.64], [2.14, 3.96, -1.73], [-2.39, 1.27, 5.60], [-2.10, 1.14, 4.22], [-1.15, 2.20, 3.67], [-1.82, 3.42, 3.43], [-3.06, 1.96, 5.70], [-1.69, 0.14, 4.12], [-2.98, 1.33, 3.61], [-0.71, 2.00, 2.69], [-0.22, 2.34, 4.22], [-1.69, 3.58, 2.49], [-3.01, 1.91, -1.95], [-2.54, 1.64, -3.32], [-3.65, 1.13, -4.25], [-4.84, 1.85, -4.08], [-3.74, 2.51, -2.10], [-2.19, 2.60, -3.70], [-1.70, 0.96, -3.18], [-3.65, 0.04, -4.19], [-3.30, 1.34, -5.26], [-4.71, 2.74, -4.41], [4.69, -4.17, -1.10], [5.68, -3.42, -0.48], [5.12, -2.82, 0.85], [4.42, -1.59, 0.71], [4.02, -4.08, -0.41], [6.44, -4.15, -0.20], [6.18, -2.73, -1.16], [5.92, -2.68, 1.57], [4.43, -3.44, 1.41], [4.30, -1.14, 1.55], [1.92, -4.37, 0.04], [1.56, -5.69, -0.24], [0.91, -6.28, 1.01], [-0.31, -5.50, 1.27], [1.14, -3.89, 0.32], [0.90, -5.62, -1.11], [2.39, -6.36, -0.47], [1.65, -6.12, 1.79], [0.66, -7.31, 0.75], [-0.95, -5.96, 1.82], [1.24, -1.47, 0.21], [0.44, -0.67, 0.96], [-0.96, -0.58, 0.30], [-1.78, 0.60, 0.53], [2.17, -1.31, 0.40], [0.21, -0.99, 1.97], [0.91, 0.31, 1.02], [-1.58, -1.44, 0.56], [-0.85, -0.74, -0.77], [-1.98, 0.95, -0.35], [-2.38, -2.91, -2.87], [-2.90, -3.40, -4.03], [-1.31, -2.72, -2.76], [-2.95, -2.09, -2.45], [-2.59, -3.60, -2.05], [-2.64, -4.32, -3.91]],
  "mulliken_charge": [-0.9425, -0.1299, -0.7603, 0.7975, -1.5604, -0.6171, 0.2955, 0.2981, 0.3348, 0.1487, 0.5690, -0.0750, 0.3328, 0.4018, 0.3766, 0.2454, 0.2129, -0.5690, -0.5213, 0.3825, -0.5905, 0.3281, 0.2381, 0.3408, -0.2914, 0.2679, 0.4888, -0.4927, -0.4101, -0.3691, -0.5465, 0.2835, 0.2927, 0.3603, 0.2391, 0.3175, 0.3310, -0.4779, -0.3739, -0.5631, -0.5333, 0.2925, 0.2476, 0.3202, 0.3704, 0.3847, 0.2833, -0.3746, -0.5023, -0.3567, -0.5169, 0.1991, 0.3232, 0.3475, 0.2367, 0.3828, 0.2685, -0.4535, 0.1200, -0.3961, -0.3777, 0.2112, 0.1962, 0.0552, 0.4388, 0.1612, 0.0735, -0.6263, -0.4969, 0.2943, 0.1903, 0.3081, 0.3368]
}



no.,energy (eV),E_HOMO (eV)
1,-79191.4556,-13.850
2,-152976.8439,-13.789
3,-42338.6724,-9.133